A single C5H7N3 molecule in a non-equilibrium geometry. Source: the Open Molecules 2025 dataset; level of theory: ωB97M-V/def2-TZVPD.

Properties
- Lowest unoccupied orbital energy: 0.4 eV
- ΔE to the lowest compared entry with this formula, charge and spin: 679.2 kJ/mol
- Orbital gap: 10.1 eV

The geometry in XYZ format:
```
15
C5H7N3 | the Open Molecules 2025 dataset | ωB97M-V/def2-TZVPD
C -0.33191 -1.23614 1.18245
C 0.90433 -0.79427 0.55523
C 0.16257 1.30887 -1.05571
C -1.19851 0.75072 -0.92839
C -2.34168 0.59526 -0.60152
H 0.15775 -2.14054 1.59558
H -0.49932 -0.56219 2.30459
H -1.38924 -1.22846 0.60894
H 2.96934 -1.06095 0.45582
H 1.86880 0.63201 -0.50764
H -0.35592 2.14598 -2.42424
H -3.42693 0.07307 -0.38360
N 1.93507 -1.40815 0.91056
N 0.94840 0.58387 -0.03172
N 0.59724 2.34091 -1.68036
```

Here are the Mulliken charges for atoms 1 to 5, given in e: atom 1 (C): -0.84, atom 2 (C): 0.45, atom 3 (C): 0.36, atom 4 (C): -0.34, atom 5 (C): -0.03



14 unconnected molecules or ions with the total composition C4H34O15 in a non-equilibrium geometry. Source: the Open Molecules 2025 dataset; level of theory: ωB97M-V/def2-TZVPD.

Properties
- Lowest unoccupied orbital energy: -0.1 eV
- ΔE to the lowest compared entry with this formula, charge and spin: 35.4 kJ/mol
- Orbital gap: 9.9 eV

The geometry in XYZ format:
```
53
C4H34O15 | the Open Molecules 2025 dataset | ωB97M-V/def2-TZVPD
O -0.75195 -0.38934 -0.09672
C -1.90728 -0.37121 0.29093
C -2.91635 -1.19463 -0.42383
C -2.58390 -2.71613 -0.33721
C -2.14893 -3.05473 1.06064
O -3.76108 -3.48391 -0.58563
H -2.12580 0.16991 1.21939
H -3.10950 -0.91899 -1.46295
H -3.95853 -1.00197 -0.13197
H -1.83060 -2.95963 -1.08529
H -1.33395 -2.47707 1.49515
H -1.83529 -4.09570 1.19023
H -2.95395 -2.98697 1.79270
H -4.00446 -3.29070 -1.49887
H 1.00920 0.85441 4.48655
H 2.31568 1.27121 3.81449
O 1.97909 0.77016 4.56180
H 0.11104 4.55459 0.10741
H 0.18104 3.18227 -0.56923
O -0.33721 4.00024 -0.54188
H 2.49846 -0.55428 3.00807
H 4.01119 -0.24121 2.72832
O 3.22607 -0.67036 2.37769
H -0.92408 -0.57245 -2.30834
H -0.44276 0.86958 -2.63456
O -1.19752 0.26384 -2.69858
H 0.90840 3.02567 -2.72893
H 1.34092 1.46048 -2.97978
O 0.87375 2.11027 -2.44513
H -1.43317 1.54248 3.84535
H -0.17017 1.29165 2.90514
O -0.50121 1.72213 3.70843
H 3.72736 0.23323 -0.79914
H 3.91684 -0.05700 0.59637
O 3.79115 0.72722 0.03572
H 2.59710 2.36454 -0.57682
H 2.90244 3.39766 -1.63418
O 2.51577 3.30522 -0.75958
H 0.85592 -3.76978 -1.02185
H 2.09875 -3.46767 -0.24679
O 1.32580 -3.02466 -0.62377
H -2.89975 3.51452 1.09274
H -1.71108 3.11288 0.31081
O -2.47882 2.70625 0.77612
H 0.73556 0.76174 0.93800
H 2.19894 0.99354 1.37084
O 1.28085 1.19908 1.60565
H 2.11891 -1.73186 -1.77642
H 1.04964 -0.50842 -1.70058
O 1.73060 -0.95868 -2.20538
H -0.14189 -2.70310 -3.50236
H -1.19721 -1.90666 -4.06075
O -1.11239 -2.70034 -3.50739
```

Here are the Mulliken charges for atoms 1 to 5, given in e: atom 1 (O): 0.05, atom 2 (C): -0.09, atom 3 (C): -1.03, atom 4 (C): 0.98, atom 5 (C): -1.52



A molecular structure, C18H23N11O2PdSe in a non-equilibrium geometry. Source: the Open Molecules 2025 dataset; level of theory: ωB97M-V/def2-TZVPD.

Properties
- Charge: +4
- ⟨S²⟩: 6.06
- Lowest unoccupied orbital energy (alpha / beta): -12.0 / -15.2 eV
- Multiplicity: 5
- ΔE to the lowest compared entry with this formula, charge and spin: 31.0 kJ/mol
- Orbital gap (alpha / beta): 7.5 / 5.2 eV

The geometry in XYZ format:
```
56
C18H23N11O2PdSe | the Open Molecules 2025 dataset | ωB97M-V/def2-TZVPD
Pd 0.55516 0.37696 0.41363
C 3.33358 0.44612 5.02333
O 2.07274 0.39313 4.31009
C 1.99498 0.38151 3.02250
O 0.87930 0.34957 2.47129
N 3.10645 0.40678 2.26173
N 2.94924 0.42219 0.87150
H 3.06941 0.46427 6.07473
H 3.88046 1.35880 4.78544
H 3.93011 -0.44523 4.82824
H 4.02562 0.47396 2.67357
H 3.52004 -0.31245 0.46633
H 3.28273 1.30760 0.50310
C 0.61367 0.03047 -4.35297
N 0.60308 1.36838 -3.75198
C 0.62277 2.52745 -4.64140
C 0.55843 1.52219 -2.42316
N 0.50706 0.47444 -1.59237
N 0.55356 2.80622 -1.94522
C 0.55803 3.27624 -0.62722
N 0.46962 4.60225 -0.51860
N 0.66065 2.46571 0.38160
H 0.64689 0.12429 -5.43269
H -0.28991 -0.53038 -4.10523
H 1.49675 -0.53805 -4.05211
H 0.65248 2.19628 -5.67347
H 1.51139 3.14415 -4.47157
H -0.27950 3.13623 -4.52135
H 0.53693 -0.41672 -2.08164
H 0.56253 3.53113 -2.64634
H 0.43176 5.22760 -1.30947
H 0.47112 5.05249 0.38344
H 0.63688 2.94238 1.27498
Se -4.99673 -5.07265 0.80774
N -5.06373 -3.29216 0.73481
C -3.85482 -2.83637 0.67723
C -3.49187 -1.45142 0.62666
C -4.45842 -0.43716 0.65669
C -4.05640 0.87985 0.64016
C -2.69343 1.14906 0.59147
N -1.76986 0.19540 0.53684
C -2.11907 -1.10096 0.56176
C -1.06996 -2.11279 0.54175
N 0.21439 -1.70525 0.47536
C 1.18689 -2.62213 0.51354
C 0.95561 -3.98402 0.59683
C -0.35265 -4.42774 0.63627
C -1.38109 -3.48693 0.61204
C -2.77024 -3.88957 0.67514
N -3.17784 -5.10276 0.73378
H -5.50474 -0.71422 0.70503
H -4.77485 1.68698 0.67645
H -2.34047 2.17291 0.60553
H 2.20245 -2.25146 0.46867
H 1.78286 -4.67961 0.63224
H -0.59007 -5.48295 0.69523
```

Here are the Mulliken charges for atoms 1 to 5, given in e: atom 1 (Pd): 0.32, atom 2 (C): -0.86, atom 3 (O): -0.31, atom 4 (C): 0.71, atom 5 (O): -0.47



11 unconnected molecules or ions with the total composition C15H52N18O11 in a non-equilibrium geometry. Source: the Open Molecules 2025 dataset; level of theory: ωB97M-V/def2-TZVPD.

Properties
- Lowest unoccupied orbital energy: 0.3 eV
- ΔE to the lowest compared entry with this formula, charge and spin: 511.2 kJ/mol
- Orbital gap: 9.2 eV

The geometry in XYZ format:
```
96
C15H52N18O11 | the Open Molecules 2025 dataset | ωB97M-V/def2-TZVPD
C 1.08681 -4.45181 3.43133
C 0.63439 -3.06315 3.83671
C 1.70313 -2.08602 3.46378
O -0.53111 -2.57951 3.13384
H 0.30200 -5.15922 3.69919
H 2.07799 -4.76280 3.76144
H 1.07305 -4.42270 2.34181
H 0.49134 -2.81879 4.88929
H 1.36269 -1.08596 3.73226
H 1.97746 -1.94418 2.41845
H 2.60699 -2.45136 3.95129
H -0.27053 -2.04935 2.37713
C -0.90147 0.54263 -0.97035
C 0.06916 -0.38514 -0.19977
C 0.68815 0.35418 1.00865
O -0.54766 -1.60940 0.28910
H -1.85399 0.63537 -0.44861
H -1.19915 0.12972 -1.93420
H -0.52459 1.55609 -1.10800
H 0.88410 -0.54813 -0.90505
H 1.75164 0.17532 1.16702
H 0.19585 0.14537 1.95846
H 0.51861 1.42432 0.88964
H -0.68497 -2.14381 -0.49650
C 2.55550 3.73326 -1.20358
O 3.19406 2.73895 -1.02992
N 2.97224 4.99163 -1.12192
N 1.31268 3.80787 -1.68686
H 2.39125 5.69590 -1.55383
H 3.96508 5.16627 -1.05979
H 0.94262 4.69002 -2.01083
H 0.95026 2.88464 -1.87769
C -3.72410 1.22435 -3.56168
O -2.55196 1.34845 -3.52701
N -4.56051 1.82099 -4.36056
N -4.35904 0.23261 -2.95867
H -5.48983 1.45732 -4.51612
H -4.23177 2.66586 -4.80579
H -4.00049 -0.20141 -2.12012
H -5.33639 0.44826 -3.09423
C 0.98613 -1.60430 -5.26092
O -0.12380 -1.93794 -5.55490
N 2.03939 -1.97050 -5.89888
N 1.30786 -0.68963 -4.42173
H 2.92571 -1.49996 -5.78426
H 1.96072 -2.66301 -6.62987
H 2.25921 -0.43179 -4.20138
H 0.53252 -0.33100 -3.88292
C -2.18471 -3.52001 -2.73920
O -1.27017 -3.30373 -1.96436
N -2.51463 -2.72736 -3.70221
N -3.08170 -4.45944 -2.49671
H -2.08908 -1.82119 -3.83592
H -3.29090 -3.03236 -4.27184
H -3.02555 -4.96276 -1.62286
H -3.92594 -4.23201 -3.00233
C -0.69847 5.09702 0.94485
O 0.13898 5.90470 0.52826
N -0.68145 3.83613 0.49688
N -1.63611 5.36422 1.82913
H 0.04258 3.52382 -0.13426
H -1.27670 3.12840 0.90295
H -2.21388 4.66774 2.27766
H -1.67956 6.30989 2.18116
C -2.35080 -5.52270 0.74278
O -2.75126 -6.12001 -0.21816
N -1.95233 -4.27654 0.73149
N -2.26399 -6.07416 1.92498
H -1.54653 -3.82783 1.54024
H -1.97609 -3.71681 -0.10889
H -1.95646 -5.54804 2.73042
H -2.35007 -7.08045 1.91807
C 2.87956 3.38627 3.06002
O 2.72607 2.59618 3.93944
N 2.00805 3.58149 2.15360
N 3.92646 4.25514 3.00235
H 1.06603 3.21723 2.14754
H 2.31072 4.25431 1.46382
H 4.67040 4.15875 3.67864
H 3.86939 5.07859 2.42031
C 5.95618 0.73173 0.57671
O 6.40233 1.26615 -0.36779
N 6.48199 -0.18248 1.31234
N 4.78975 1.13878 0.99612
H 7.34356 -0.59088 0.97917
H 5.94222 -0.50345 2.10337
H 4.31173 0.88396 1.84856
H 4.46221 1.69918 0.22230
C -3.45739 0.75083 2.03599
O -2.94963 1.77168 1.55918
N -4.52565 0.70182 2.73877
N -3.02874 -0.48668 1.80681
H -4.93530 1.62065 2.82841
H -4.60457 -0.10018 3.34760
H -2.37086 -0.61553 1.05136
H -3.56691 -1.19851 2.27985
```

Here are the Mulliken charges for atoms 1 to 5, given in e: atom 1 (C): -1.18, atom 2 (C): 0.58, atom 3 (C): -1.61, atom 4 (O): -0.55, atom 5 (H): 0.22



A molecular structure, C27H16BrCl4F4NNiP in a non-equilibrium geometry. Source: the Open Molecules 2025 dataset; level of theory: ωB97M-V/def2-TZVPD.

Properties
- Charge: +1
- ⟨S²⟩: 2.02
- Lowest unoccupied orbital energy (alpha / beta): -3.4 / -4.7 eV
- Multiplicity: 3
- ΔE to the lowest compared entry with this formula, charge and spin: 0.0 kJ/mol
- Orbital gap (alpha / beta): 7.2 / 6.6 eV

The geometry in XYZ format:
```
55
C27H16BrCl4F4NNiP | the Open Molecules 2025 dataset | ωB97M-V/def2-TZVPD
Ni 8.34324 11.27486 8.77142
F 6.08362 4.93727 10.59542
C 6.59725 6.22355 10.62560
C 6.75023 6.81849 11.87088
F 6.53785 6.04051 12.98064
C 7.20820 8.13814 11.90958
F 7.40281 8.66787 13.14867
C 7.55158 8.89221 10.75333
P 8.03416 10.64791 10.76485
C 9.51082 10.82320 11.89298
C 9.99078 12.12487 12.10357
C 11.23422 12.34160 12.71061
C 12.06694 11.26734 12.97105
C 11.63751 9.97097 12.66684
C 10.32220 9.74704 12.27436
C 6.67041 11.38241 11.60489
C 6.67826 11.66400 12.98631
C 5.64544 12.40062 13.52287
C 4.62579 12.90066 12.70632
C 4.55196 12.50838 11.34656
C 5.58422 11.76596 10.80860
C 7.33816 8.24291 9.55370
Br 7.69399 9.04442 7.86706
C 6.85488 6.95708 9.46269
F 6.68537 6.35608 8.26863
H 9.34751 12.99206 11.87642
H 11.51906 13.31159 13.11673
H 13.09366 11.39978 13.41473
H 12.26307 9.11401 12.74078
H 10.01242 8.70656 12.22917
H 7.51146 11.34512 13.58178
H 5.71487 12.55532 14.59120
H 3.83901 13.55139 13.15892
H 3.69019 12.76680 10.74042
H 5.55652 11.49976 9.77060
Cl 11.53146 13.65321 9.57853
C 11.39542 13.44508 7.88426
C 11.80553 14.50251 7.03128
C 11.62852 14.39600 5.66229
C 11.01616 13.27750 5.11630
C 10.58150 12.23086 5.92906
C 10.73154 12.30311 7.35736
C 10.21384 11.27034 8.29395
H 12.25322 15.39349 7.46536
H 11.94268 15.20237 5.02008
H 10.81966 13.29106 4.05607
H 10.05607 11.38270 5.51012
H 10.77780 11.21875 9.15990
H 10.20594 10.37616 7.72582
Cl 4.17947 14.06294 6.91619
C 5.88727 14.17631 6.53902
Cl 6.13176 13.97152 4.81374
Cl 6.62011 15.84633 7.12408
C 6.66571 13.15958 7.25298
N 7.27706 12.32041 7.73212
```

Here are the Mulliken charges for atoms 1 to 5, given in e: atom 1 (Ni): -0.03, atom 2 (F): -0.27, atom 3 (C): 0.69, atom 4 (C): 0.00, atom 5 (F): -0.26



A molecular structure, C25H54BIN2O19PS in a non-equilibrium geometry. Source: the Open Molecules 2025 dataset; level of theory: ωB97M-V/def2-TZVPD.

Properties
- Charge: +1
- Lowest unoccupied orbital energy: -4.1 eV
- Orbital gap: 7.8 eV

The geometry in XYZ format:
```
104
C25H54BIN2O19PS | the Open Molecules 2025 dataset | ωB97M-V/def2-TZVPD
C -4.68667 -1.08456 1.62105
C -3.90083 -2.44098 1.35521
C -2.73065 -2.61014 2.39596
I -2.75302 -4.56716 3.40646
C -1.30964 -2.18393 1.92436
C -1.05463 -0.60467 1.94097
C -0.41318 -0.45158 0.48307
B -1.64683 0.23869 -0.28376
O -2.63834 -0.42559 -1.04149
N -1.79879 1.69749 -0.08336
C -0.59083 2.46592 -0.48257
C -3.04195 2.21354 -0.69803
N 0.19449 -1.76332 -0.05041
P 0.39624 -1.68788 -1.80748
O 1.46552 -2.60117 -2.36933
O -0.98022 -2.04558 -2.67603
O 0.83690 -0.14791 -2.32160
S 1.89864 -1.87645 0.55610
C 2.06867 -1.45760 2.32980
O 2.79771 -0.93734 -0.17574
O 2.48431 -3.22829 0.40525
C -0.64783 -2.83296 0.62621
C -1.44673 -3.87449 -0.21951
C -0.55725 -5.00208 -0.85200
C -1.45975 -5.83600 -1.86219
O -0.03812 -5.89574 0.12080
H -5.19624 -1.06976 2.60494
H -5.46323 -1.04667 0.81487
H -4.04498 -0.18833 1.43749
H -4.64323 -3.24717 1.53765
H -3.58631 -2.39556 0.29467
H -2.98859 -1.91254 3.23331
H -0.66163 -2.52824 2.77367
H -2.04957 -0.13499 2.09197
H -0.45241 -0.23371 2.79356
H 0.49079 0.19689 0.57234
H -2.53012 -0.24363 -1.98349
H -0.89459 3.22694 -1.23619
H 0.28300 1.85983 -0.79420
H -0.25358 3.05592 0.41359
H -3.90408 1.66490 -0.24995
H -3.21822 3.28585 -0.44677
H -2.98440 2.08105 -1.80226
H -0.71698 -2.57195 -3.44868
H 0.93924 -0.29231 -3.27831
H 1.66917 -0.43190 2.51957
H 1.62518 -2.19827 3.02788
H 3.16255 -1.37895 2.53820
H 0.06765 -3.53094 1.14481
H -2.16966 -3.42440 -0.94173
H -2.10886 -4.41341 0.51027
H 0.30081 -4.63358 -1.44954
H -2.17815 -5.19736 -2.42220
H -0.75470 -6.25297 -2.62172
H -1.98894 -6.66152 -1.34372
H -0.72671 -6.09716 0.76569
C 4.73795 0.41210 7.70025
O 5.72545 0.30577 6.67235
C 5.26591 0.54098 5.44618
O 4.12948 0.82404 5.15759
O 6.28768 0.40969 4.59187
C 5.94151 0.63822 3.22935
H 5.22675 0.19978 8.64815
H 4.32907 1.42200 7.73879
H 3.94412 -0.31931 7.54852
H 5.57793 1.65662 3.09122
H 5.19522 -0.08464 2.89636
H 6.83983 0.50905 2.62985
C 6.28425 -4.00948 6.92336
O 5.34840 -4.98471 7.38227
C 4.60607 -4.58227 8.41607
O 4.66990 -3.51069 8.95435
O 3.78159 -5.57834 8.74543
C 2.92276 -5.28399 9.84668
H 6.82655 -4.44611 6.08718
H 5.76860 -3.11344 6.57534
H 6.99728 -3.75984 7.70889
H 2.27366 -4.43928 9.61424
H 3.50468 -5.08401 10.74632
H 2.30338 -6.16142 10.02069
C -5.82165 4.37384 -6.48602
O -4.88733 3.68942 -5.64748
C -3.62908 3.74232 -6.08042
O -3.24466 4.29587 -7.07415
O -2.86346 3.07071 -5.21341
C -1.47876 3.04733 -5.55730
H -6.80574 4.26293 -6.03587
H -5.58175 5.43558 -6.54301
H -5.84161 3.93089 -7.48173
H -1.06910 4.05753 -5.57851
H -1.32779 2.55191 -6.51691
H -0.96037 2.47864 -4.78642
C 0.16212 10.00165 -8.42756
O 0.20134 8.65471 -8.89593
C -0.86728 7.92831 -8.55669
O -1.80802 8.31425 -7.91665
O -0.70595 6.70113 -9.05173
C -1.78657 5.80796 -8.76177
H 1.07543 10.48977 -8.76165
H -0.69133 10.53187 -8.85043
H 0.12968 10.03023 -7.33816
H -2.71496 6.17533 -9.19998
H -1.89400 5.67515 -7.69637
H -1.54756 4.84569 -9.21061
```

Here are the Mulliken charges for atoms 1 to 5, given in e: atom 1 (C): -1.21, atom 2 (C): 0.20, atom 3 (C): -1.90, atom 4 (I): 0.09, atom 5 (C): 0.73